56
Properties=species:S:1:pos:R:3:lowdin_charge:R:1 method="wB97M-V/def2-TZVPD" de_lowest_kcal_mol=0.0 orbital_gap_ev=6.11 lumo_ev=-0.72 charge=0 spin_multiplicity=1
C 3.7453 5.3629 1.1127 -0.038
N 2.9095 4.4179 1.8198 -0.136
C 2.8900 4.3860 3.2778 -0.131
C 1.9479 3.2144 3.6220 -0.093
C 1.6289 2.6024 2.3029 -0.151
C 2.2409 3.3657 1.2725 -0.170
C 2.1390 2.9739 -0.0796 0.004
C 1.4603 1.7943 -0.3706 -0.025
C 0.6630 1.1291 0.6285 -0.233
C -0.3727 0.1577 0.3734 0.006
C -1.0313 -0.0253 -0.8946 -0.187
C -1.9029 -1.1477 -1.0412 0.044
C -2.6962 -1.2756 -2.1607 -0.150
C -2.4940 -0.4120 -3.2730 -0.177
N -3.1793 -0.8860 -4.3469 -0.142
C -3.0901 -0.3933 -5.7007 -0.038
C -3.9117 -2.1129 -4.0449 -0.130
C -3.6663 -2.3424 -2.5408 -0.095
C -1.6477 0.7168 -3.1839 -0.004
C -0.9968 0.9305 -1.9739 -0.020
C 0.9065 1.4757 1.9906 0.042
H 3.3666 5.5255 0.0923 0.085
H 3.7215 6.3103 1.6724 0.091
H 4.8020 5.0371 1.0513 0.098
H 3.9022 4.2147 3.6803 0.125
H 2.5432 5.3542 3.6659 0.121
H 2.4427 2.5008 4.2894 0.124
H 1.0668 3.6004 4.1476 0.122
H 2.5420 3.6266 -0.8678 0.108
H 1.5119 1.3698 -1.3826 0.122
H -0.9699 -0.1744 1.2528 0.129
H -1.8963 -1.9324 -0.2807 0.121
H -2.5956 0.5888 -5.7203 0.079
H -2.5270 -1.0852 -6.3571 0.096
H -4.1101 -0.2971 -6.1044 0.091
H -4.9744 -1.9762 -4.2919 0.121
H -3.5366 -2.9601 -4.6436 0.123
H -3.2514 -3.3356 -2.3519 0.122
H -4.6158 -2.2903 -1.9962 0.121
H -1.5452 1.3981 -4.0428 0.104
H -0.4310 1.8519 -1.8223 0.097
H 0.4923 0.8682 2.7933 0.137
C 0.5095 -5.4707 3.0032 -0.123
C 1.6556 -4.8030 2.5615 -0.047
C 1.4935 -3.5486 1.9713 -0.280
C 0.1825 -2.9619 1.8020 -0.245
C -0.9485 -3.6093 2.3011 -0.056
C -0.7632 -4.8738 2.8814 -0.127
N 0.3552 -1.7419 1.1847 0.053
C 1.7021 -1.5974 1.0411 -0.217
N 2.4264 -2.6435 1.5130 0.066
H 0.5950 -6.4633 3.4485 0.088
H 2.6780 -5.1959 2.6407 0.105
H -1.8988 -3.0864 2.2312 0.091
H -1.6321 -5.4017 3.2565 0.083
H 2.1644 -0.7295 0.5905 0.095

---

57
Properties=species:S:1:pos:R:3:lowdin_charge:R:1 method="wB97M-V/def2-TZVPD" de_lowest_kcal_mol=60.2 orbital_gap_ev=5.39 lumo_ev=-1.42 charge=0 spin_multiplicity=1
O -4.8189 -2.9440 -0.1591 0.008
C -4.1791 -1.9509 0.1394 -0.254
C -3.8726 -1.4648 1.4795 -0.381
N -2.8759 -0.5787 1.8064 0.056
C -3.0696 -0.3265 3.1280 -0.212
C -4.1394 -1.1338 3.6044 -0.184
N -4.6476 -1.8225 2.5518 0.075
H -3.7472 -1.2511 -0.6137 0.101
H -2.4906 0.3681 3.7179 0.041
H -4.4818 -1.1995 4.6289 0.073
C -0.9179 4.5613 3.8682 0.002
N -0.5995 3.5375 2.8880 -0.072
C -0.8328 2.2085 3.0604 0.052
C -0.3774 1.4813 1.9282 -0.112
C -0.4584 0.0956 1.7484 0.057
C -0.0310 -0.6001 0.5619 -0.212
C -0.3454 -0.1582 -0.7457 0.002
C 0.2167 -0.7454 -1.8729 -0.135
C 1.1129 -1.8455 -1.7213 -0.085
N 1.6871 -2.4319 -2.8144 -0.080
C 1.2202 -2.1290 -4.1524 -0.163
C 0.9033 -0.6518 -4.3035 -0.166
C -0.0863 -0.1963 -3.2306 -0.143
C 2.3862 -3.6976 -2.7038 -0.161
C 3.2190 -3.7628 -1.4365 -0.168
C 2.3670 -3.4570 -0.2075 -0.149
C 1.4022 -2.3321 -0.4131 -0.137
C 0.7893 -1.7511 0.6810 0.038
C 0.2627 2.4921 1.0548 -0.089
C 1.1256 2.4373 -0.0315 -0.015
C 1.6391 3.6292 -0.5731 -0.071
C 1.3658 4.8717 0.0169 -0.078
C 0.5796 4.9432 1.1795 -0.010
C 0.0496 3.7534 1.6672 -0.158
H -0.6098 5.5375 3.4870 0.081
H -1.9975 4.5772 4.0689 0.105
H -0.4011 4.3612 4.8173 0.103
H -1.2777 1.8391 3.9789 0.132
H -0.5424 -0.5117 2.6496 0.125
H -1.0424 0.6756 -0.8639 0.143
H 2.0069 -2.4336 -4.8533 0.122
H 0.3209 -2.7274 -4.3910 0.139
H 1.8275 -0.0677 -4.2214 0.120
H 0.4910 -0.4729 -5.3000 0.115
H -1.1058 -0.4954 -3.5236 0.130
H -0.0927 0.9008 -3.1819 0.120
H 1.6642 -4.5356 -2.7177 0.139
H 3.0187 -3.7997 -3.5941 0.122
H 3.6612 -4.7583 -1.3525 0.115
H 4.0414 -3.0415 -1.4982 0.120
H 1.8144 -4.3630 0.0851 0.129
H 3.0248 -3.2167 0.6372 0.121
H 1.0045 -2.1369 1.6808 0.133
H 1.4210 1.4739 -0.4418 0.107
H 2.2676 3.5784 -1.4629 0.104
H 1.7722 5.7836 -0.4207 0.104
H 0.3782 5.8842 1.6869 0.101

---

62
Properties=species:S:1:pos:R:3:lowdin_charge:R:1 method="wB97M-V/def2-TZVPD" de_lowest_kcal_mol=0.0 orbital_gap_ev=6.06 lumo_ev=3.96 charge=-2 spin_multiplicity=1
Zn -2.5231 -1.0805 -0.0001 0.496
S -6.2121 -0.3470 2.7172 0.962
C -6.4798 -1.3507 1.3575 -0.452
C -5.3459 -1.5202 0.6351 -0.311
C -4.1950 -0.8331 1.1434 -0.275
C -4.5083 -0.1468 2.2859 -0.495
C -3.6975 0.6965 3.1702 -0.316
C -4.2556 1.2957 4.3090 -0.076
C -3.4651 2.0884 5.1197 -0.098
C -2.1361 2.2716 4.7780 -0.077
C -1.6658 1.6421 3.6329 -0.141
N -2.4148 0.8756 2.8501 0.125
H -7.4659 -1.7488 1.1731 0.049
H -5.3311 -2.1356 -0.2512 -0.067
H -5.2983 1.1393 4.5488 0.058
H -3.8853 2.5572 6.0028 0.094
H -1.4756 2.8851 5.3757 0.095
H -0.6336 1.7647 3.3289 0.036
O -2.9071 -0.7655 -4.9385 -0.081
C -1.9809 -0.8876 -3.8626 -0.289
C -1.4724 -2.3201 -3.6715 -0.594
C -0.8242 -2.7461 -5.0032 -0.229
O -0.2710 -4.0602 -4.9916 -0.075
C -2.6151 -3.2922 -3.3912 -0.596
Se -3.8284 -2.7972 -1.9254 0.496
C -0.4077 -2.4044 -2.5694 -0.543
Se -0.3242 -1.0626 -1.0928 0.460
H -3.7044 -1.2316 -4.6553 0.064
H -2.4390 -0.5507 -2.9345 0.037
H -1.1376 -0.2277 -4.0798 0.121
H -0.0460 -2.0147 -5.2687 0.123
H -1.5736 -2.7441 -5.7945 0.117
H 0.2278 -4.1575 -4.1731 0.067
H -2.2130 -4.2746 -3.1496 0.043
H -3.2380 -3.4053 -4.2813 0.045
H 0.5873 -2.2799 -3.0083 0.046
H -0.4476 -3.3780 -2.0797 0.049
S 2.6838 2.9318 3.3345 0.073
P 2.5675 1.7777 1.7275 -0.052
S 0.8627 0.9470 1.1871 0.154
C 3.1984 2.6913 0.2575 -0.379
C 3.3987 4.0639 0.2935 -0.120
C 3.7183 4.7537 -0.8697 -0.111
C 3.8379 4.0716 -2.0710 -0.122
C 3.6390 2.6965 -2.1090 -0.099
C 3.3139 2.0088 -0.9520 -0.099
C 3.8490 0.4642 1.9150 -0.380
C 5.1374 0.8097 2.3146 -0.117
C 6.0741 -0.1769 2.5772 -0.112
C 5.7263 -1.5164 2.4477 -0.124
C 4.4438 -1.8631 2.0505 -0.100
C 3.5038 -0.8748 1.7848 -0.107
H 3.2951 4.5786 1.2414 0.050
H 3.8639 5.8279 -0.8415 0.088
H 4.0747 4.6123 -2.9805 0.086
H 3.7184 2.1659 -3.0507 0.094
H 3.1115 0.9442 -0.9786 0.100
H 5.3837 1.8581 2.4343 0.087
H 7.0743 0.0942 2.8971 0.088
H 6.4600 -2.2871 2.6572 0.086
H 4.1720 -2.9080 1.9555 0.093
H 2.4961 -1.1248 1.4717 0.057

---

74
Properties=species:S:1:pos:R:3:lowdin_charge:R:1 method="wB97M-V/def2-TZVPD" de_lowest_kcal_mol=71.2 orbital_gap_ev="6.13 / 4.50" lumo_ev="1.50 / 0.78" charge=-1 spin_multiplicity=1
In -1.3820 -0.6625 0.3477 0.577
N -0.6622 -1.2310 -4.1208 0.045
C -1.3842 -1.1254 -2.9015 -0.696
N -0.6418 -1.4153 -1.7392 -0.137
C 0.4506 -2.1429 -1.7732 -0.354
N 0.9901 -2.7094 -0.6810 0.064
N 0.1461 -2.5366 0.3563 -0.089
C 0.3199 -3.1728 1.4498 -0.089
C -0.7567 -3.1054 2.4493 -0.275
C -0.6063 -3.6351 3.7240 -0.024
C -1.6782 -3.5806 4.5980 -0.062
C -2.8697 -3.0185 4.1725 -0.055
C -2.9316 -2.5005 2.8880 -0.183
N -1.9051 -2.5446 2.0436 0.006
C 1.1563 -2.3498 -3.0496 -0.099
C 2.4024 -2.9604 -3.1266 -0.032
C 3.0661 -3.0723 -4.3366 -0.109
C 2.4647 -2.5653 -5.4872 -0.106
C 1.2244 -1.9597 -5.4323 -0.031
C 0.5543 -1.8499 -4.2087 -0.221
H -1.1115 -0.9088 -4.9602 0.142
H -1.9039 -0.1701 -2.8204 0.078
H 1.1816 -3.8193 1.6076 0.126
H 0.3402 -4.0703 4.0168 0.110
H -1.5818 -3.9694 5.6039 0.105
H -3.7325 -2.9596 4.8201 0.107
H -3.8393 -2.0422 2.5112 0.105
H 2.8325 -3.3417 -2.2105 0.103
H 4.0328 -3.5544 -4.3902 0.090
H 2.9698 -2.6475 -6.4420 0.096
H 0.7586 -1.5747 -6.3316 0.106
C 2.9029 -0.5262 1.5844 -0.047
N 2.2608 0.1717 2.6784 -0.129
C 2.3722 -0.1423 4.0171 -0.068
C 1.5788 0.7281 4.6759 -0.088
N 0.9849 1.5643 3.7586 -0.029
B 0.0193 2.7031 4.2323 -0.458
N -1.1299 2.9577 3.1963 -0.024
C -1.4605 4.1929 2.6999 -0.070
C -2.4427 4.0333 1.7847 -0.043
N -2.7139 2.6858 1.7267 -0.102
C -3.6751 2.0679 0.8284 -0.075
C -1.8971 2.0428 2.5840 -0.714
S -1.8293 0.3454 2.8680 0.675
C 1.4089 1.2259 2.5236 -0.767
S 1.0152 1.8898 1.0130 0.563
H 3.7670 -1.0620 1.9747 0.086
H 3.2117 0.1996 0.8337 0.064
H 2.2239 -1.2296 1.1017 0.055
H 2.9869 -0.9511 4.3682 0.105
H 1.3672 0.8186 5.7252 0.109
H 0.6192 3.7516 4.3543 0.067
H -0.4599 2.3208 5.2821 0.067
H -0.9544 5.0781 3.0362 0.113
H -2.9625 4.7408 1.1657 0.118
H -4.4963 2.7584 0.6480 0.093
H -4.0721 1.1646 1.2864 0.038
H -3.2124 1.8246 -0.1270 0.044
S -5.0537 1.3314 -2.5066 -0.257
Sb -5.6990 -0.6361 -1.5465 0.156
S -3.5884 -1.9011 -1.0877 -0.072
S -2.8621 -2.3650 -2.9554 0.396
S -6.5301 -0.5656 0.5717 -0.286
S 0.8070 1.2480 -2.2836 0.727
C 1.7142 2.4292 -2.9644 -0.819
N 3.0259 2.1358 -3.3401 0.047
C 3.8892 3.0342 -3.8446 -0.094
C 3.4863 4.3130 -4.0289 -0.069
C 2.1347 4.5868 -3.6818 -0.140
N 1.2953 3.7275 -3.1930 0.073
H 3.2942 1.1726 -3.1949 0.131
H 4.8802 2.6731 -4.0832 0.125
H 4.1454 5.0680 -4.4246 0.092
H 1.7440 5.5895 -3.8342 0.108

---

68
Properties=species:S:1:pos:R:3:lowdin_charge:R:1 method="wB97M-V/def2-TZVPD" orbital_gap_ev=8.28 lumo_ev=-0.69 charge=0 spin_multiplicity=1 smiles="CN(C)B(O)[C@H](C#N)[C@H](C#N)CC=O.O=[N+]([O-])c1ccccc1.O=[N+]([O-])c1ccccc1.O=[N+]([O-])c1ccccc1"
C 1.1215 2.1705 -2.9509 -0.080
N -0.0877 2.9281 -2.6082 -0.111
C -1.1800 2.0613 -2.1182 -0.067
B 0.1612 4.0675 -1.7325 -0.543
O -0.5116 5.2456 -2.0247 0.156
C 1.1241 4.0085 -0.4436 -0.136
C 0.7301 2.8763 0.4376 -0.107
N 0.4236 2.0265 1.1627 0.207
C 1.2817 5.3620 0.2904 -0.260
C 2.5382 5.4507 1.1081 -0.176
N 3.5149 5.5855 1.6973 0.170
C 0.0446 5.7948 1.1254 -0.095
C -0.0779 5.1215 2.5012 -0.260
O 0.6444 5.3303 3.4392 0.064
H 1.7266 2.7365 -3.6817 0.090
H 0.8909 1.2148 -3.4535 0.090
H 1.7374 1.8947 -2.0706 0.088
H -1.8072 2.6577 -1.4285 0.103
H -1.8390 1.7096 -2.9124 0.054
H -0.7852 1.1992 -1.5566 0.093
H -0.5133 5.2718 -2.9943 0.118
H 2.1245 3.7517 -0.8487 0.153
H 1.4070 6.1274 -0.4946 0.148
H 0.1511 6.8795 1.3113 0.134
H -0.8662 5.6810 0.5157 0.119
H -0.8889 4.3590 2.6113 0.122
O 0.8412 -1.2764 1.1337 0.064
N 0.0442 -0.8474 1.9528 -0.317
O -0.1381 0.3366 2.1717 -0.023
C -0.7393 -1.8296 2.7204 -0.140
C -0.5238 -3.1804 2.5146 -0.019
C -1.2453 -4.1027 3.2571 -0.074
C -2.1752 -3.6667 4.1904 -0.071
C -2.3900 -2.3061 4.3807 -0.072
C -1.6688 -1.3806 3.6436 -0.009
H 0.1969 -3.5270 1.7903 0.109
H -1.0805 -5.1606 3.1106 0.101
H -2.7342 -4.3883 4.7734 0.105
H -3.1174 -1.9684 5.1073 0.105
H -1.8359 -0.3237 3.7970 0.117
O 2.9119 -6.1827 1.7154 0.089
N 2.5205 -5.3917 2.5485 -0.332
O 1.3669 -5.2993 2.9263 0.048
C 3.5011 -4.4747 3.1407 -0.142
C 4.8169 -4.5198 2.7136 -0.003
C 5.7335 -3.6353 3.2588 -0.065
C 5.3292 -2.7216 4.2235 -0.068
C 4.0081 -2.6938 4.6498 -0.060
C 3.0860 -3.5740 4.1067 0.002
H 5.1356 -5.2288 1.9629 0.119
H 6.7637 -3.6554 2.9294 0.108
H 6.0463 -2.0276 4.6437 0.108
H 3.6963 -1.9828 5.4031 0.110
H 2.0573 -3.5466 4.4390 0.119
O -3.5166 0.2308 -2.7181 0.073
N -2.7840 -0.3340 -3.5114 -0.348
O -1.6146 -0.5985 -3.3030 0.071
C -3.3501 -0.7167 -4.8104 -0.142
C -4.6667 -0.3983 -5.0957 -0.002
C -5.1913 -0.7406 -6.3319 -0.065
C -4.4004 -1.3982 -7.2648 -0.071
C -3.0840 -1.7204 -6.9616 -0.065
C -2.5527 -1.3784 -5.7282 -0.001
H -5.2858 0.1134 -4.3728 0.120
H -6.2169 -0.4920 -6.5699 0.109
H -4.8110 -1.6598 -8.2319 0.108
H -2.4708 -2.2353 -7.6890 0.109
H -1.5270 -1.6285 -5.4977 0.120

---

66
Properties=species:S:1:pos:R:3:lowdin_charge:R:1 method="wB97M-V/def2-TZVPD" orbital_gap_ev="4.56 / 4.98" lumo_ev="-7.49 / -7.09" charge=+2 spin_multiplicity=2
Ru -0.0435 -0.1231 0.1801 1.117
Br -6.9915 0.0475 -1.4741 0.856
C -5.1686 -0.0855 -0.9912 -0.637
C -4.7838 -0.1600 0.3435 -0.058
C -3.4330 -0.2457 0.6235 -0.124
N -2.4870 -0.2571 -0.3067 0.051
C -2.8470 -0.1915 -1.6007 -0.212
C -4.1848 -0.1038 -1.9738 -0.029
C -1.7537 -0.1939 -2.5952 -0.211
C -1.9637 -0.3075 -3.9667 -0.026
C -0.8705 -0.2631 -4.8278 -0.639
Br -1.1240 -0.3743 -6.6953 0.856
C 0.4082 -0.1328 -4.2938 -0.055
C 0.5298 -0.0462 -2.9201 -0.099
N -0.5133 -0.0732 -2.1031 0.011
H -5.5139 -0.1518 1.1345 0.120
H -3.0997 -0.3118 1.6535 0.059
H -4.4753 -0.0482 -3.0088 0.110
H -2.9511 -0.4262 -4.3779 0.110
H 1.2788 -0.0936 -4.9254 0.119
H 1.5020 0.0424 -2.4490 0.106
C -0.1687 0.3120 4.1086 -0.304
Se -0.6984 -0.9566 2.7361 1.045
C 0.9495 -2.0405 2.6533 -0.497
C 0.7254 -3.2970 1.8386 -0.484
Se 0.2833 -2.9501 -0.0689 1.005
C -1.1508 -4.2678 -0.2557 -0.332
H 0.8175 0.6933 3.8640 -0.008
H -0.1646 -0.1949 5.0711 0.050
H -0.9055 1.1139 4.1145 0.047
H 1.2098 -2.2956 3.6847 0.095
H 1.7283 -1.3944 2.2342 0.055
H -0.1103 -3.8767 2.2419 0.075
H 1.6333 -3.9079 1.8408 0.086
H -2.0046 -4.0116 0.3682 0.037
H -0.7648 -5.2510 0.0113 0.048
H -1.4450 -4.2788 -1.3034 0.032
Br 3.4779 1.9940 3.4464 0.836
C 2.3401 3.0013 2.3285 -0.585
C 2.4188 4.3811 2.2931 -0.157
C 1.5702 5.1066 1.4766 -0.614
Br 1.6963 6.9920 1.5195 0.826
C 0.6292 4.4537 0.6311 -0.176
C -0.2121 5.1126 -0.2812 0.004
C -1.0594 4.3733 -1.0726 -0.018
C -1.1098 2.9853 -0.9078 -0.112
N -0.3330 2.3394 -0.0633 0.070
C 0.5419 3.0392 0.6817 -0.145
C 1.4114 2.2684 1.5428 -0.436
O 1.3450 1.0097 1.5865 -0.259
H 3.1428 4.8922 2.9113 0.107
H -0.1794 6.1881 -0.3638 0.094
H -1.6828 4.8492 -1.8127 0.118
H -1.8111 2.3831 -1.4723 0.101
C 4.7944 0.1726 0.3528 -0.016
N 4.4410 -1.1787 -0.0182 -0.165
C 5.5174 -2.1373 0.0308 -0.023
C 3.2212 -1.5066 -0.3905 -0.338
O 2.2527 -0.7399 -0.4622 -0.186
H 5.6485 0.5068 -0.2399 0.108
H 5.0721 0.2144 1.4082 0.078
H 3.9414 0.8269 0.1717 0.085
H 6.3357 -1.8077 -0.6106 0.105
H 5.1769 -3.1161 -0.3023 0.096
H 5.9023 -2.2240 1.0496 0.105
H 3.0958 -2.5707 -0.6585 0.122

---

- Look up the charge of the second one.
  0